# 1
This record from the OMol25 dataset describes 2 unconnected molecules or ions with the total composition C16H33BrN2O2. The level of theory is ωB97M-V with the def2-TZVPD basis set.

Element x y z (Å)
C  -2.53572  -0.01038  4.09946
O  -2.47674  -1.41316  4.01660
C  -1.15817  -1.91348  3.71719
C  -1.30327  -3.27662  3.04513
C  -2.32222  -3.33561  1.90133
C  -1.66392  -3.08077  0.54131
C  -0.97300  -1.70637  0.55179
C  -0.88801  -1.02094  -0.79990
C  0.09347  0.20967  -0.83916
N  0.35339  0.76569  0.48199
C  1.40522  -0.25716  -1.49795
C  2.35362  0.86148  -1.95249
C  3.43315  0.20581  -2.82688
C  3.11334  1.49255  -0.77926
N  1.64447  1.87689  -2.79259
O  1.54900  1.54162  -4.02491
C  0.36582  2.40083  -2.21714
C  0.60521  3.45289  -1.12399
C  -0.37090  3.14554  -3.34841
C  -0.55107  1.26512  -1.75305
H  -3.42736  0.25395  4.67328
H  -2.60667  0.44229  3.09826
H  -1.66239  0.40874  4.60403
H  -0.57785  -1.99500  4.63121
H  -0.64179  -1.20255  3.08052
H  -1.60460  -3.99658  3.81412
H  -0.32055  -3.60929  2.69832
H  -3.10509  -2.58661  2.03522
H  -2.83434  -4.30216  1.87750
H  -2.41298  -3.07570  -0.25740
H  -0.91807  -3.85526  0.33906
H  -1.55379  -1.07142  1.22276
H  0.00846  -1.78705  1.02167
H  -1.88750  -0.68312  -1.09108
H  -0.55139  -1.74708  -1.54691
H  0.97269  0.20632  1.05427
H  -0.48931  0.98969  0.99197
H  1.11662  -0.81896  -2.38711
H  1.92853  -0.89900  -0.78620
H  2.99891  -0.45667  -3.57188
H  4.05866  -0.41247  -2.18371
H  4.04704  0.95726  -3.32013
H  2.46531  1.88588  -0.00530
H  3.70430  0.70404  -0.31350
H  3.80719  2.25658  -1.13275
H  0.87200  3.02197  -0.16622
H  1.32260  4.20231  -1.46058
H  -0.34155  3.97110  -0.96671
H  -1.17842  3.72624  -2.90535
H  -0.83795  2.43651  -4.02881
H  0.30838  3.79454  -3.89635
H  -0.90430  0.72614  -2.63634
H  -1.41764  1.68857  -1.23828
Br  0.98918  -0.37682  4.35335

Values from the calculation:
HOMO level (alpha / beta): -0.13424 / -0.13424 hartree
LUMO level (alpha / beta): 0.1026 / 0.0950 hartree
electronic energy: -3463.4358 a.u.
charge: -1
multiplicity: 2
ΔE to the lowest compared entry with this formula, charge and spin: 0.0 kJ/mol



# 2
This record from the OMol25 dataset describes 4 unconnected molecules or ions with the total composition C16H33ClFIN2O11P. The level of theory is ωB97M-V with the def2-TZVPD basis set.

Element x y z (Å)
N  1.66281  -0.50624  0.42337
C  1.67878  -1.82359  0.92572
F  0.53475  -2.40925  0.48457
N  1.56446  -1.90915  2.42414
C  1.44233  -3.32029  2.94982
P  -0.32087  -3.90771  3.26488
O  -1.14030  -2.49078  3.18163
Cl  -0.96339  -4.90431  1.57922
C  2.30093  -4.27709  2.10026
O  3.33261  -3.56625  1.44964
C  2.85689  -2.68758  0.45571
I  4.54085  -1.59483  -0.25783
H  2.45098  0.04197  0.75908
H  0.84281  -0.03525  0.80764
H  0.78772  -1.31323  2.73502
H  2.41448  -1.50461  2.82678
H  1.90635  -3.29496  3.92400
H  -1.18566  -2.21240  2.24806
H  1.71396  -4.89193  1.42374
H  2.78750  -4.94143  2.79495
H  2.48664  -3.28177  -0.36904
C  -3.58229  3.95525  3.39244
C  -3.54030  3.78651  4.89600
O  -3.67762  2.40751  5.28589
C  -2.60662  1.64854  5.11275
O  -1.53450  2.00064  4.68339
O  -2.91043  0.40162  5.48969
C  -1.85047  -0.52463  5.27640
H  -4.48904  3.50756  2.98347
H  -3.55920  5.01101  3.12596
H  -2.73525  3.46508  2.91481
H  -4.38367  4.30313  5.34823
H  -2.63127  4.20637  5.32546
H  -0.93600  -0.18470  5.76329
H  -1.68775  -0.65750  4.21861
H  -2.15236  -1.47237  5.71401
C  -4.10313  7.52977  -2.58770
C  -3.04543  6.45146  -2.48803
O  -3.34743  5.49411  -1.45887
C  -4.30391  4.61596  -1.75454
O  -4.90954  4.54059  -2.79024
O  -4.48418  3.82794  -0.68860
C  -5.55338  2.89011  -0.83302
H  -4.24889  8.01034  -1.61939
H  -3.80811  8.28438  -3.31611
H  -5.06190  7.11498  -2.89415
H  -2.09321  6.89511  -2.20385
H  -2.89836  5.94191  -3.44011
H  -5.43073  2.29012  -1.73196
H  -6.50985  3.40941  -0.85335
H  -5.52069  2.24018  0.03738
C  7.10714  -2.94109  -5.91991
C  6.82552  -4.26476  -5.24171
O  5.71782  -4.17694  -4.32725
C  4.51234  -4.13636  -4.88968
O  4.26702  -4.18151  -6.06421
O  3.60410  -4.02527  -3.90972
C  2.26143  -3.88083  -4.37972
H  7.25900  -2.15682  -5.17658
H  7.99849  -3.01580  -6.54160
H  6.27446  -2.63582  -6.55148
H  7.68080  -4.55851  -4.63674
H  6.64871  -5.05927  -5.96579
H  1.99333  -4.68798  -5.05698
H  2.13559  -2.91761  -4.87171
H  1.61513  -3.92109  -3.50609

Values from the calculation:
HOMO level: -0.45370 hartree
LUMO level: -0.1304 hartree
electronic energy: -2765.5159 a.u.
charge: +1
multiplicity: 1



# 3
This record from the OMol25 dataset describes a molecular structure, C16H33ClNiP2. The level of theory is ωB97M-V with the def2-TZVPD basis set.

Element x y z (Å)
P  -0.06068  -1.98668  -1.42804
P  0.24975  2.12975  -1.42414
C  -0.38084  -0.60576  -2.60577
C  0.41957  0.74867  -2.68652
H  -1.47000  -0.40903  -2.61256
H  -0.18666  -1.12480  -3.56376
H  1.49556  0.52845  -2.80751
H  0.11467  1.20748  -3.64241
C  -1.32054  2.92053  -1.92136
H  -1.62630  3.61976  -1.13184
H  -2.13046  2.18884  -2.05351
H  -1.17295  3.47464  -2.85859
C  1.48388  3.32808  -1.96582
H  1.14895  3.81624  -2.88922
H  2.44531  2.84281  -2.15612
H  1.61964  4.09424  -1.19742
C  -1.29855  -3.18938  -2.00694
H  -1.43009  -4.01187  -1.29508
H  -0.95671  -3.59368  -2.96915
H  -2.26764  -2.69433  -2.15412
C  1.49221  -2.79082  -1.99227
H  2.28410  -2.04531  -2.14304
H  1.31064  -3.33904  -2.92069
H  1.85052  -3.49054  -1.22475
Ni  0.92321  -0.18861  4.78436
C  0.18393  2.01268  0.35599
C  -1.21212  1.66112  0.64119
C  -1.75186  0.45778  0.07103
C  -1.68098  -0.80837  0.92523
C  -0.73013  -1.83821  0.35834
C  0.68833  -1.56638  0.11305
C  1.44112  -0.22304  0.06050
C  1.16343  0.95536  0.98939
C  0.71275  -2.11662  4.87170
H  0.44070  3.02255  0.71999
H  -1.71053  2.17575  1.45835
H  -1.15561  0.25980  -0.82793
H  -2.77353  0.61859  -0.29901
H  -1.39438  -0.57740  1.96524
H  -2.68926  -1.24593  0.98226
H  -0.94412  -2.85305  0.70483
H  1.34439  -2.38076  0.43489
H  1.40597  0.15376  -0.98006
H  2.51706  -0.46904  0.10550
H  0.82894  0.63449  1.98296
H  2.12110  1.46008  1.16152
H  1.14021  -2.66522  5.71970
H  1.06201  -2.59763  3.94784
H  -0.38646  -2.22807  4.95120
Cl  -1.59050  0.92096  4.30990
C  0.02454  1.56018  4.66266
H  0.38903  2.18745  3.83605
H  0.01934  2.05952  5.64393

Values from the calculation:
HOMO level (alpha / beta): -0.19978 / -0.17883 hartree
LUMO level (alpha / beta): -0.0186 / -0.0206 hartree
electronic energy: -3280.2490 a.u.
charge: 0
multiplicity: 3
ΔE to the lowest compared entry with this formula, charge and spin: 569.3 kJ/mol



# 4
This record from the OMol25 dataset describes 3 unconnected molecules or ions with the total composition C16H33F3N2O7. The level of theory is ωB97M-V with the def2-TZVPD basis set.

Element x y z (Å)
O  10.20768  -2.42480  2.21213
C  9.18425  -2.79377  1.84208
O  9.08847  -3.59007  0.72182
C  8.00702  -4.50357  1.00036
C  7.18226  -3.72858  2.04119
C  5.78751  -3.47945  1.47116
F  5.79341  -2.63320  0.47846
F  4.93368  -3.05228  2.36510
F  5.31689  -4.63733  1.06137
O  7.95894  -2.59287  2.39167
H  7.55094  -4.63415  0.02489
H  8.34730  -5.45181  1.41450
H  6.96615  -4.25038  2.97668
C  2.58002  -1.98614  -0.15288
O  1.18466  -2.00570  -0.37297
C  0.41049  -2.47527  0.72428
C  -0.24397  -1.35004  1.51086
N  0.71815  -0.58208  2.29383
C  0.27050  0.74122  2.73993
C  -0.37147  1.71697  1.75159
O  0.50554  2.31853  0.81420
C  0.96961  1.46605  -0.21392
H  3.07184  -1.90257  -1.12187
H  2.88978  -1.11831  0.43879
H  2.92862  -2.89671  0.34146
H  0.99638  -3.13641  1.37099
H  -0.39038  -3.07767  0.28679
H  -0.98415  -1.78341  2.19143
H  -0.77866  -0.72589  0.78674
H  1.57700  -0.47505  1.77525
H  1.15019  1.23618  3.15931
H  -0.42884  0.59145  3.56966
H  -0.75910  2.54902  2.34441
H  -1.24359  1.28884  1.24147
H  0.17849  0.82065  -0.60233
H  1.81985  0.87858  0.13552
H  1.33080  2.08969  -1.03322
C  -3.61982  4.82242  -1.78837
O  -3.30617  3.78037  -2.68984
C  -2.59625  2.68767  -2.11978
C  -3.48764  1.48768  -1.83728
N  -4.38848  1.71328  -0.71218
C  -5.54344  0.81400  -0.62342
C  -6.42805  0.55830  -1.84624
O  -7.27649  1.62378  -2.23230
C  -6.62824  2.72229  -2.84312
H  -3.88151  5.70371  -2.37347
H  -4.48808  4.58136  -1.16597
H  -2.77453  5.06820  -1.13990
H  -2.03367  2.99479  -1.23138
H  -1.86563  2.38312  -2.87426
H  -2.85149  0.62502  -1.61052
H  -4.03116  1.27052  -2.76271
H  -4.72055  2.66592  -0.72353
H  -6.18636  1.22019  0.16161
H  -5.18098  -0.15431  -0.26073
H  -7.10632  -0.25364  -1.57247
H  -5.85975  0.18857  -2.70873
H  -5.86089  2.40685  -3.55274
H  -6.20997  3.38651  -2.08541
H  -7.38081  3.29375  -3.38799

Values from the calculation:
HOMO level: -0.31838 hartree
LUMO level: 0.0186 hartree
electronic energy: -1565.1248 a.u.
charge: 0
multiplicity: 1
SMILES: O=C1OC[C@H](C(F)(F)F)O1.COCCNCCOC.COCCNCCOC